(1)
ORCA calculation (ωB97M-V with the def2-TZVPD basis set) on C31H38BMoN8O2SSi as an isolated structure at a distorted geometry.

Frontier orbital gap (spin up / spin down): 6.06 / 7.46 eV
HOMO level (spin up / spin down): -10.96 / -11.44 eV
Expectation value of S²: 2.03
Spin multiplicity: 3
Energy relative to the best compared isomer or geometry (same formula, charge and spin): 0.2700 eV
Total charge: +1

Each line ends with the Mulliken charge.
Element x y z (Å)
Mo: -14.72754 4.20894 15.71537  -0.520
C: -14.05856 7.76378 15.49728  -1.469
C: -15.40140 7.25051 15.83075  0.802
C: -16.64744 7.85259 15.86376  -1.385
C: -17.58471 6.94230 16.33566  0.731
C: -19.07035 7.01727 16.46160  -1.260
N: -16.88133 5.80225 16.58067  1.186
N: -15.54399 6.02627 16.28406  -0.296
B: -17.30711 4.41299 17.34413  0.212
N: -16.28600 4.23202 18.52127  -0.389
N: -14.98115 4.04823 18.06326  1.050
C: -14.19869 3.96544 19.14524  0.644
C: -12.71800 3.80965 19.10793  -1.186
C: -14.97866 3.89756 20.31083  -1.500
C: -16.30622 4.19963 19.89697  0.730
C: -17.44057 4.58635 20.74514  -1.328
N: -17.40673 3.22279 16.40440  0.395
N: -16.30729 2.84400 15.65950  1.141
C: -16.62701 1.77049 14.90470  0.319
C: -15.81397 1.10364 13.81973  -1.193
C: -17.97830 1.49832 15.14039  -1.506
C: -18.50976 2.47468 16.00889  0.741
C: -19.89392 2.58467 16.67136  -1.355
H: -14.05406 8.87893 15.42457  0.402
H: -13.39868 7.42906 16.26708  0.375
H: -13.64225 7.39464 14.51470  0.160
H: -16.85181 8.85734 15.49870  0.480
H: -19.37667 8.11173 16.49891  0.383
H: -19.52209 6.57707 15.52904  0.193
H: -19.48461 6.55155 17.39212  0.261
H: -18.47627 4.60268 17.82986  -0.283
H: -12.20072 4.59689 18.59570  0.253
H: -12.32025 3.65904 20.13344  0.423
H: -12.37365 2.85739 18.56539  0.098
H: -14.66725 3.90276 21.34151  0.443
H: -17.73130 3.74507 21.38395  0.401
H: -17.18761 5.42421 21.42369  0.336
H: -18.38833 4.79153 20.16831  0.188
H: -14.86147 1.62668 13.67706  0.106
H: -15.52394 0.06628 14.09835  0.339
H: -16.37727 1.06723 12.87523  0.374
H: -18.55759 0.69501 14.73470  0.578
H: -20.64870 1.96419 16.19022  0.367
H: -19.82205 2.51849 17.75926  0.258
H: -20.19392 3.63605 16.46486  0.300
C: -9.83817 3.64510 13.21228  -0.756
Si: -9.41603 2.83185 14.85226  0.395
C: -8.18006 1.41126 14.70760  -1.196
C: -8.75678 4.04903 16.13735  -1.089
C: -11.03740 2.18029 15.51066  0.519
C: -11.08402 0.78143 15.72159  -0.202
C: -12.35232 0.19187 16.00058  -1.227
C: -13.48450 0.94108 16.06730  -0.534
N: -13.47257 2.31062 15.87724  0.309
C: -12.20832 2.91317 15.73655  0.182
S: -12.42730 4.64359 15.73506  -0.330
H: -9.07912 4.38932 12.94177  0.408
H: -10.84738 4.11381 13.30659  0.036
H: -9.82154 2.97280 12.34980  0.304
H: -7.37985 1.71033 14.01465  0.327
H: -8.58097 0.44326 14.35787  0.369
H: -7.72267 1.09938 15.71914  0.303
H: -8.06657 4.82099 15.69105  0.337
H: -8.26654 3.58728 17.01107  0.327
H: -9.52901 4.61931 16.58405  0.342
H: -10.13466 0.22285 15.75353  0.474
H: -12.46957 -0.89581 16.09028  0.381
H: -14.42212 0.46601 16.32048  0.683
O: -17.48313 4.98756 13.48003  -0.574
C: -16.39622 4.90336 12.94923  -0.372
N: -15.15537 4.58259 13.60599  1.213
C: -14.22780 4.45821 12.55551  -0.319
O: -13.12226 3.99631 12.66372  -0.495
C: -14.79591 4.81521 11.20611  0.302
C: -14.21825 5.22094 9.96895  -0.573
C: -15.05362 5.66708 8.97932  -0.444
C: -16.43168 5.76579 9.18003  -0.351
C: -17.00384 5.34607 10.37561  -0.503
C: -16.14985 5.00062 11.44549  0.176
H: -13.11755 5.16751 9.88183  0.408
H: -14.63082 5.92726 8.00770  0.393
H: -17.06580 6.21732 8.39632  0.368
H: -18.07024 5.52951 10.55690  0.412

---

(2)
ORCA calculation (ωB97M-V with the def2-TZVPD basis set) on C31H38Br9F21O14 as an isolated structure at a distorted geometry.

Frontier orbital gap: 9.36 eV
HOMO level: -9.96 eV
Energy relative to the best compared isomer or geometry (same formula, charge and spin): 0.0000 eV

Each line ends with the Mulliken charge.
Element x y z (Å)
C: 2.28284 3.12465 4.70800  0.453
Br: 3.39886 4.39996 3.71393  -0.096
Br: 1.10227 4.07394 5.97833  -0.044
Br: 3.45754 1.76104 5.58155  -0.038
H: 1.62991 2.52042 4.07817  -0.348
C: -3.06564 3.94288 -2.65737  0.722
Br: -2.83850 5.24245 -4.13501  -0.070
Br: -4.95680 3.57534 -2.32492  -0.017
Br: -2.15284 4.51331 -1.00208  -0.034
H: -2.53664 3.02820 -2.92497  -0.684
C: -2.54657 5.14698 4.26094  -0.368
Br: -1.40355 4.71033 2.68348  0.126
Br: -3.92533 3.70084 4.48486  -0.045
Br: -3.51056 6.81312 4.04405  -0.039
H: -1.97013 5.24117 5.18124  0.323
C: -2.95328 -8.50087 -3.59183  -1.165
C: -2.04640 -7.83776 -2.60713  -0.243
O: -2.56437 -6.57370 -2.24420  -0.232
C: -1.77708 -5.64621 -1.78886  0.457
O: -0.58120 -5.72378 -1.64501  -0.557
C: -2.48158 -4.28862 -1.56435  0.793
F: -1.72022 -3.33597 -2.01047  -0.160
F: -3.66483 -4.25124 -2.19695  -0.302
F: -2.72039 -4.13711 -0.28272  -0.185
H: -2.67069 -9.55348 -3.57589  0.367
H: -2.81578 -7.98556 -4.54243  0.312
H: -3.97444 -8.57646 -3.21819  0.312
H: -1.03892 -7.76279 -3.01635  0.325
H: -2.03218 -8.45321 -1.70762  0.300
C: 6.97104 2.50686 3.45865  -0.825
C: 7.50554 1.62051 2.35815  -0.257
O: 7.19058 2.13194 1.09209  -0.303
C: 6.04807 1.85093 0.47000  0.486
O: 5.14369 1.30509 1.08518  -0.508
C: 5.93387 2.37322 -1.00739  0.823
F: 4.89593 3.22207 -1.17954  -0.240
F: 7.08493 2.90766 -1.34095  -0.245
F: 5.70790 1.39570 -1.81386  -0.255
H: 7.34219 3.51514 3.27506  0.305
H: 7.26032 2.16838 4.45357  0.382
H: 5.88394 2.57244 3.41370  0.030
H: 7.05363 0.65412 2.58172  0.278
H: 8.58017 1.54379 2.52360  0.346
C: 1.47022 0.61773 -5.06210  -1.016
C: 2.61377 0.25342 -4.20204  -0.248
O: 2.30206 -0.92651 -3.40465  -0.051
C: 2.34198 -2.16133 -4.06703  0.204
O: 2.50986 -2.30243 -5.30675  -0.571
C: 2.02071 -3.31305 -3.13009  0.895
F: 2.12684 -3.01129 -1.80598  -0.217
F: 0.78878 -3.78187 -3.28477  -0.250
F: 2.75372 -4.36919 -3.38321  -0.272
H: 1.66943 1.56591 -5.56148  0.514
H: 0.53130 0.70645 -4.51562  0.045
H: 1.31828 0.04790 -5.97878  0.398
H: 2.72557 1.00766 -3.42312  0.172
H: 3.57487 0.07705 -4.68505  0.373
C: -5.76558 3.34699 -7.96610  -1.063
C: -4.89589 2.23632 -8.49994  -0.227
O: -4.10402 1.61832 -7.39021  -0.320
C: -3.02508 2.20006 -6.91253  0.083
O: -2.60180 3.25688 -7.33610  -0.527
C: -2.24820 1.40803 -5.89176  1.248
F: -1.31948 0.66254 -6.53874  -0.269
F: -1.63673 2.24027 -5.05578  -0.170
F: -3.04135 0.63621 -5.20123  -0.289
H: -5.18199 4.08578 -7.41681  0.300
H: -6.42906 2.81361 -7.28536  0.277
H: -6.35714 3.89486 -8.69959  0.383
H: -4.23249 2.62579 -9.27215  0.291
H: -5.54008 1.56303 -9.06545  0.353
C: 2.24337 2.00268 0.98486  -0.487
C: 0.70452 1.97206 1.11104  0.048
O: 0.27413 1.18972 0.02266  0.261
C: -1.01615 1.01047 -0.28769  0.231
O: -1.88348 1.65616 0.29478  -0.533
C: -1.36109 0.02781 -1.44196  0.831
F: -0.31376 -0.78501 -1.59412  -0.193
F: -2.43448 -0.76428 -1.29573  -0.227
F: -1.52192 0.70470 -2.55485  -0.258
H: 2.64557 2.63984 1.77249  -0.103
H: 2.49571 2.36620 -0.01128  0.339
H: 2.61113 0.98051 1.07444  0.286
H: 0.27657 2.95651 1.30030  -0.331
H: 0.47330 1.29161 1.93058  0.217
C: -1.10194 2.79480 8.89785  -0.685
C: -1.86430 1.41166 8.63970  -0.335
O: -0.92979 0.54599 7.84183  -0.340
C: -0.92487 0.72460 6.52741  0.383
O: -1.58906 1.58100 5.95673  -0.435
C: 0.05531 -0.26739 5.76696  0.838
F: 1.25200 -0.29011 6.36784  -0.255
F: -0.45101 -1.46577 5.84119  -0.248
F: 0.13047 0.22296 4.51934  -0.167
H: -1.89218 3.46926 9.22757  0.367
H: -0.76548 3.34508 8.01917  -0.035
H: -0.29714 2.67660 9.62341  0.308
H: -2.87917 1.47952 8.24786  0.351
H: -1.84880 0.94805 9.62608  0.282
C: 0.58765 -2.08910 1.29939  -0.597
C: 0.62916 -3.60440 1.59365  -0.489
O: 0.13120 -3.89096 2.86927  -0.344
C: -1.13381 -4.26286 3.06205  0.374
O: -1.94920 -4.30374 2.18425  -0.498
C: -1.54244 -4.60415 4.52368  0.871
F: -2.22709 -5.77326 4.59194  -0.238
F: -0.49719 -4.62059 5.38710  -0.237
F: -2.38303 -3.58516 4.96917  -0.240
H: -0.48307 -1.90955 1.20228  0.187
H: 1.24998 -1.75093 0.50249  0.387
H: 0.94931 -1.66925 2.23803  0.232
H: 1.61006 -4.07959 1.58209  0.323
H: 0.07727 -4.21658 0.88037  0.237

---

(3)
ORCA calculation (ωB97M-V with the def2-TZVPD basis set) on C31H38Cl2N8O2PdS as an isolated structure.

Frontier orbital gap: 6.84 eV
HOMO level: -6.98 eV
Energy relative to the best compared isomer or geometry (same formula, charge and spin): 0.0000 eV

Each line ends with the Mulliken charge.
Element x y z (Å)
Pd: 1.05968 0.16205 -0.25942  0.663
C: 1.38921 -3.93859 1.17423  -1.332
N: 0.55422 -2.79731 1.48718  0.578
C: 1.02202 -1.94178 2.55823  -1.331
C: -0.48096 -2.39339 0.68775  -0.836
N: -0.74118 -1.11929 0.57155  1.679
C: -2.07906 -0.76407 0.36823  -1.129
C: -3.01889 -1.35825 1.18799  -0.039
C: -4.39302 -1.29280 0.92221  -1.034
C: -4.82919 -0.63945 -0.19104  -0.929
C: -3.91439 0.07517 -1.00224  1.629
C: -4.41468 0.75056 -2.14359  -1.002
C: -3.58157 1.47582 -2.94058  -0.979
C: -2.24381 1.64481 -2.55530  -0.046
C: -1.73368 1.06817 -1.41143  -1.395
N: -0.46575 1.52687 -1.00387  1.812
C: -0.27248 2.81011 -0.84166  -0.371
N: -1.22120 3.71267 -0.45701  0.648
C: -1.24478 5.05503 -0.99990  -1.314
C: -2.40707 3.34218 0.29310  -0.901
N: 0.97050 3.33861 -1.07293  0.217
C: 1.56751 4.25135 -0.11048  -1.282
C: 1.91820 2.58163 -1.86904  -0.954
C: -2.52730 0.12240 -0.67369  -0.085
N: -1.15027 -3.40486 0.04559  0.731
C: -1.88414 -3.16650 -1.18214  -0.753
C: -1.53203 -4.61135 0.74984  -1.360
H: 2.43830 -3.63572 1.19436  0.445
H: 1.15916 -4.30828 0.17730  0.352
H: 1.25566 -4.75122 1.89611  0.291
H: 1.23255 -2.55518 3.43881  0.462
H: 0.25524 -1.20836 2.79593  0.285
H: 1.93659 -1.40788 2.28215  0.245
H: -2.66238 -1.94058 2.02900  0.597
H: -5.09022 -1.80206 1.57555  0.388
H: -5.87785 -0.62384 -0.45987  0.377
H: -5.46947 0.66015 -2.37143  0.399
H: -3.94920 1.96197 -3.83513  0.406
H: -1.59510 2.29314 -3.13219  0.593
H: -0.44523 5.18471 -1.72418  0.391
H: -1.13428 5.80643 -0.21248  0.332
H: -2.20365 5.22585 -1.49913  0.375
H: -2.22241 2.43553 0.85823  0.182
H: -3.27391 3.20911 -0.36208  0.240
H: -2.62205 4.14632 1.00061  0.433
H: 0.82627 4.56573 0.61985  0.410
H: 1.96792 5.13478 -0.61381  0.332
H: 2.38671 3.75372 0.41625  0.363
H: 1.42895 2.17519 -2.75244  0.264
H: 2.32982 1.73162 -1.30187  0.238
H: 2.72763 3.24872 -2.16428  0.326
H: -1.44151 -2.33238 -1.72027  0.008
H: -2.94425 -2.96431 -0.99445  0.231
H: -1.80068 -4.05915 -1.80586  0.441
H: -1.10881 -4.61733 1.75063  0.431
H: -1.19476 -5.50507 0.21666  0.307
H: -2.62354 -4.65577 0.83841  0.351
Cl: 3.33665 -1.15491 -0.45206  -0.105
C: 2.84519 -2.46491 -1.50020  0.713
C: 3.63229 -3.59808 -1.54120  -0.720
C: 3.27400 -4.64251 -2.38002  -0.493
C: 2.14217 -4.52433 -3.17364  -0.729
C: 1.37470 -3.37394 -3.11671  0.114
Cl: -0.00663 -3.26227 -4.16299  -0.183
C: 1.68827 -2.30056 -2.26957  -0.091
S: 0.71488 -0.85319 -2.26952  -0.465
H: 4.51434 -3.65552 -0.91783  0.447
H: 3.87624 -5.53912 -2.42225  0.383
H: 1.84689 -5.31655 -3.84712  0.456
C: 4.40505 2.63502 3.13820  -1.140
N: 3.01002 2.32266 2.87871  0.266
C: 2.03959 2.66925 3.77656  -0.134
C: 0.75788 2.34901 3.57094  -1.227
C: 0.37863 1.61662 2.36486  0.095
O: -0.78897 1.31651 2.14938  -0.564
N: 1.39701 1.26762 1.49854  1.342
C: 2.69463 1.59235 1.73435  -0.590
O: 3.60057 1.27636 0.96151  -0.707
H: 4.46379 3.57687 3.68193  0.395
H: 4.92647 2.72453 2.19027  0.342
H: 4.88524 1.84906 3.72477  0.309
H: 2.38151 3.21460 4.64652  0.388
H: -0.02183 2.61984 4.26460  0.518

---

(4)
ORCA calculation (ωB97M-V with the def2-TZVPD basis set) on a 2-piece molecular cluster, C31H38FN2O9P overall at a distorted geometry.

Frontier orbital gap: 7.70 eV
SMILES: CCCCCCc1cc(F)c2c(c1)C(=O)c1c(OC#N)c(CCCCC)c(P(=O)(O)O)c(OC#N)c1C2=O.COCCOC
HOMO level: -9.18 eV

Each line ends with the Mulliken charge.
Element x y z (Å)
C: 6.09366 -0.20651 2.28515  -1.149
C: 6.37256 1.32343 2.17513  -0.422
C: 5.73368 1.87686 0.88542  -0.780
C: 5.74788 3.40969 0.81625  -0.547
C: 5.47031 3.89128 -0.63961  -0.771
C: 4.38027 5.01133 -0.71339  -1.436
C: 3.06045 4.44826 -1.18141  0.776
C: 2.92189 3.93549 -2.47356  -0.434
C: 1.73573 3.37967 -2.90412  0.063
F: 1.67007 2.87297 -4.13864  -0.324
C: 0.62908 3.30849 -2.07215  0.324
C: 0.76623 3.83361 -0.77981  0.570
C: 1.94872 4.39558 -0.34369  -0.924
C: -0.44594 3.72345 0.10506  -0.370
O: -0.78794 4.59315 0.85913  -0.526
C: -1.20319 2.41719 -0.06594  0.701
C: -1.71772 1.76055 1.03919  -0.108
O: -1.54093 2.36480 2.30081  -0.450
C: -2.67094 2.91493 2.68336  0.546
N: -3.50543 3.47596 3.24951  -0.646
C: -2.37278 0.54079 0.88725  0.468
C: -2.88841 -0.20442 2.10080  -1.685
C: -1.92220 -0.25514 3.31540  -1.007
C: -0.45281 -0.53789 2.96993  -0.343
C: 0.53068 0.00570 4.05908  -0.598
C: 1.38726 1.17323 3.55157  -1.156
C: -2.53623 0.03306 -0.41405  0.417
P: -3.42707 -1.55239 -0.61371  0.790
O: -2.71181 -2.63385 0.09803  -0.674
O: -3.59499 -1.95635 -2.15201  -0.564
O: -4.91489 -1.34407 -0.08241  -0.548
C: -2.02097 0.71184 -1.52314  0.418
O: -2.14144 0.22350 -2.83494  -0.561
C: -3.26993 0.62618 -3.37893  0.579
N: -4.32426 0.78600 -3.81743  -0.494
C: -1.32799 1.89503 -1.34197  0.995
C: -0.67977 2.67492 -2.46866  -0.386
O: -1.16031 2.77557 -3.56379  -0.507
H: 7.01172 -0.79279 2.21819  0.338
H: 5.46652 -0.53331 1.44829  0.350
H: 5.54604 -0.46173 3.19521  0.268
H: 7.46087 1.42026 2.10274  0.299
H: 6.03589 1.84803 3.07121  0.368
H: 6.29033 1.44033 0.04937  0.319
H: 4.70530 1.49669 0.85472  0.341
H: 5.00784 3.82614 1.50248  0.330
H: 6.75024 3.76604 1.07585  0.336
H: 6.38211 4.19642 -1.15462  0.375
H: 5.05883 3.02886 -1.17433  0.481
H: 4.25008 5.43548 0.28518  0.493
H: 4.70525 5.81869 -1.37549  0.419
H: 3.78974 3.99217 -3.12414  0.533
H: 1.98729 4.76406 0.67769  0.465
H: -3.20309 -1.21984 1.88064  0.480
H: -3.79300 0.33052 2.42852  0.397
H: -2.27194 -1.07392 3.95254  0.540
H: -2.00954 0.64686 3.92372  0.442
H: -0.26275 -1.61223 2.90158  0.556
H: -0.12867 -0.10114 2.01995  0.203
H: 1.23045 -0.79527 4.31412  0.343
H: -0.03085 0.31219 4.94460  0.352
H: 1.99205 0.89990 2.68062  0.322
H: 0.80324 2.06509 3.30752  0.178
H: 2.09679 1.47571 4.33173  0.434
H: -2.75515 -2.28017 -2.50530  0.349
H: -5.30993 -2.21235 0.08519  0.396
C: -3.72254 -5.47572 -0.73115  -0.277
O: -4.86506 -6.06772 -1.33562  -0.434
C: -5.15088 -5.53459 -2.61978  -0.027
C: -4.67479 -6.45015 -3.72705  -0.587
O: -3.25766 -6.54419 -3.75612  -0.382
C: -2.76750 -7.73461 -3.16463  -0.750
H: -3.44943 -6.08072 0.13267  0.339
H: -2.87220 -5.44300 -1.41679  0.280
H: -3.94217 -4.46734 -0.39214  -0.075
H: -4.71015 -4.53913 -2.73259  -0.036
H: -6.23857 -5.43227 -2.69161  0.399
H: -4.98796 -6.03071 -4.68847  0.386
H: -5.12799 -7.44093 -3.62779  0.320
H: -2.95066 -8.59022 -3.82360  0.323
H: -3.22581 -7.92056 -2.19072  0.335
H: -1.69276 -7.62072 -3.03011  0.246

---

Question: Which formula does entry 2 have?
Answer: C31H38Br9F21O14